# 1
This record from the OMol25 dataset describes 16 unconnected molecules or ions with the total composition C64H144O24 at a distorted geometry. The level of theory is the ωB97M-V functional and the def2-TZVPD basis.

Computed properties:
- total charge = 0
- ΔE to the lowest compared entry with this formula, charge and spin (eV) = 1.253
- E_HOMO (eV) = -9.5
- E_tot (a.u.) = -4330.5320
- HOMO-LUMO gap (eV) = 10.03
- E_LUMO (eV) = 0.5524

Each line ends with the Mulliken charge.
Element x y z (Å)
1 C 0.962 -23.400 -22.305  -1.148
2 C 1.154 -22.174 -21.469  -0.379
3 O 0.034 -21.876 -20.719  0.000
4 C 0.284 -20.725 -19.943  -0.415
5 C -0.973 -20.377 -19.145  -0.807
6 H 0.149 -23.180 -23.022  0.250
7 H 1.876 -23.565 -22.831  0.437
8 H 0.702 -24.185 -21.605  0.194
9 H 2.044 -22.379 -20.884  0.318
10 H 1.436 -21.315 -22.142  0.339
11 H 1.175 -20.890 -19.332  0.321
12 H 0.487 -19.851 -20.624  0.362
13 H -1.745 -20.240 -19.847  0.113
14 H -0.778 -19.485 -18.517  0.460
15 H -1.248 -21.187 -18.500  0.057
16 C -11.601 -24.461 -12.562  -0.739
17 C -10.764 -24.730 -11.345  -0.445
18 O -9.358 -24.727 -11.755  0.067
19 C -8.433 -25.136 -10.705  -0.649
20 C -7.024 -24.761 -11.141  0.973
21 H -12.663 -24.679 -12.410  0.457
22 H -11.578 -23.445 -12.924  0.239
23 H -11.254 -25.020 -13.446  -0.060
24 H -10.959 -24.074 -10.488  0.222
25 H -10.972 -25.747 -11.042  0.312
26 H -8.708 -24.773 -9.726  0.537
27 H -8.628 -26.203 -10.663  0.042
28 H -6.251 -25.220 -10.523  0.587
29 H -6.849 -23.681 -11.199  -0.685
30 H -6.792 -25.150 -12.143  -0.758
31 C -8.634 -25.855 -14.985  1.359
32 C -9.749 -26.818 -14.800  -1.077
33 O -10.821 -26.338 -15.586  -0.067
34 C -11.973 -27.104 -15.283  -0.343
35 C -13.139 -26.627 -16.091  -1.273
36 H -7.820 -26.257 -14.319  -0.535
37 H -8.262 -25.675 -15.983  -0.282
38 H -8.950 -24.917 -14.675  -0.173
39 H -9.462 -27.803 -15.225  0.378
40 H -10.108 -26.880 -13.764  0.355
41 H -11.809 -28.134 -15.481  0.405
42 H -12.156 -27.175 -14.207  0.315
43 H -14.065 -27.212 -15.856  0.379
44 H -13.075 -26.709 -17.203  0.281
45 H -13.376 -25.566 -15.937  0.265
46 C 3.519 -20.363 -16.314  -1.142
47 C 3.172 -20.620 -14.816  -0.597
48 O 1.820 -21.003 -14.812  -0.157
49 C 1.177 -21.021 -13.517  -0.650
50 C -0.100 -21.749 -13.670  -0.535
51 H 3.706 -21.332 -16.736  0.255
52 H 2.708 -19.830 -16.735  0.279
53 H 4.353 -19.684 -16.482  0.412
54 H 3.794 -21.384 -14.340  0.340
55 H 3.331 -19.774 -14.189  0.533
56 H 1.785 -21.501 -12.776  0.344
57 H 1.010 -19.960 -13.162  0.296
58 H 0.000 -22.766 -13.989  -0.054
59 H -0.593 -21.302 -14.476  0.384
60 H -0.714 -21.728 -12.773  0.331
61 C -3.138 -23.724 -11.527  -1.135
62 C -2.740 -24.490 -12.776  0.818
63 O -1.517 -25.234 -12.605  -0.567
64 C -1.125 -26.038 -13.754  1.007
65 C 0.050 -26.928 -13.279  -1.637
66 H -2.226 -23.211 -11.143  0.442
67 H -3.934 -23.025 -11.767  -0.149
68 H -3.382 -24.391 -10.659  0.301
69 H -3.541 -25.211 -12.957  -0.251
70 H -2.613 -23.950 -13.709  0.362
71 H -1.970 -26.637 -13.988  -0.015
72 H -0.844 -25.401 -14.597  -0.136
73 H -0.291 -27.687 -12.535  0.390
74 H 0.802 -26.233 -12.805  0.326
75 H 0.447 -27.416 -14.162  0.366
76 C -6.580 -19.771 -21.036  0.264
77 C -5.965 -18.433 -21.371  -0.929
78 O -4.790 -18.322 -20.553  0.075
79 C -4.339 -16.989 -20.387  -0.399
80 C -3.693 -16.368 -21.665  -1.392
81 H -5.858 -20.584 -21.170  -0.548
82 H -6.904 -19.712 -19.989  -0.241
83 H -7.435 -19.991 -21.623  0.463
84 H -5.671 -18.303 -22.375  0.329
85 H -6.558 -17.573 -21.101  0.583
86 H -5.086 -16.228 -20.150  0.307
87 H -3.626 -16.924 -19.598  0.434
88 H -4.506 -16.252 -22.432  0.300
89 H -2.939 -17.005 -22.168  0.281
90 H -3.318 -15.393 -21.446  0.465
91 C -1.253 -28.340 -17.877  -0.927
92 C -2.381 -28.786 -17.041  -0.391
93 O -3.504 -27.896 -17.333  -0.175
94 C -4.481 -28.105 -16.378  -0.498
95 C -5.632 -27.182 -16.594  -0.290
96 H -0.448 -29.073 -17.810  0.489
97 H -1.613 -28.316 -18.919  0.326
98 H -0.913 -27.291 -17.638  -0.116
99 H -2.736 -29.762 -17.203  0.415
100 H -2.198 -28.691 -16.004  0.302
101 H -4.899 -29.098 -16.457  0.426
102 H -4.094 -27.883 -15.375  0.095
103 H -6.072 -27.412 -17.506  0.713
104 H -5.337 -26.121 -16.552  -0.643
105 H -6.448 -27.383 -15.872  0.265
106 C -5.741 -25.253 -19.523  1.100
107 C -5.191 -24.839 -20.873  -1.300
108 O -4.590 -23.558 -20.837  0.253
109 C -4.119 -23.315 -22.187  -0.867
110 C -3.307 -21.994 -22.103  -0.022
111 H -6.542 -24.606 -19.167  -0.714
112 H -6.185 -26.251 -19.584  0.615
113 H -4.958 -25.183 -18.748  -0.619
114 H -4.397 -25.512 -21.162  0.465
115 H -5.942 -24.963 -21.701  0.331
116 H -3.484 -24.196 -22.530  0.452
117 H -4.992 -23.279 -22.865  0.419
118 H -3.072 -21.633 -23.082  0.585
119 H -2.469 -22.111 -21.376  -0.140
120 H -3.979 -21.207 -21.651  -0.566
121 O -9.505 -20.079 -19.538  -0.380
122 C -10.324 -19.879 -18.702  0.672
123 O -10.759 -20.698 -17.725  -0.404
124 C -10.129 -21.991 -17.667  1.092
125 C -10.311 -22.552 -16.275  -0.058
126 C -10.992 -18.527 -18.629  -1.043
127 H -9.046 -21.838 -17.967  -0.605
128 H -10.549 -22.611 -18.501  0.146
129 H -9.971 -23.603 -16.289  -0.189
130 H -11.401 -22.545 -15.993  0.515
131 H -9.750 -22.029 -15.569  -0.513
132 H -11.116 -17.960 -19.513  0.342
133 H -10.289 -17.999 -17.914  0.143
134 H -11.996 -18.706 -18.188  0.339
135 O 1.826 -24.164 -18.089  -0.585
136 C 1.199 -24.277 -17.083  0.427
137 O -0.139 -24.414 -17.063  0.343
138 C -0.769 -24.380 -18.354  -0.492
139 C -2.295 -24.467 -18.045  0.550
140 C 1.721 -24.338 -15.648  0.057
141 H -0.402 -25.273 -18.942  0.360
142 H -0.477 -23.466 -18.881  -0.339
143 H -2.579 -23.616 -17.354  -0.128
144 H -2.753 -25.382 -17.681  -0.037
145 H -2.729 -24.147 -19.035  -0.323
146 H 2.809 -24.576 -15.645  0.415
147 H 1.074 -24.909 -14.976  -0.203
148 H 1.710 -23.234 -15.393  -0.310
149 O -6.773 -21.585 -11.897  -0.220
150 C -7.927 -21.351 -12.092  0.135
151 O -8.840 -21.342 -11.120  -0.170
152 C -8.459 -21.548 -9.757  0.876
153 C -9.595 -20.917 -8.942  -1.646
154 C -8.541 -21.032 -13.381  -0.171
155 H -7.438 -21.088 -9.593  -0.110
156 H -8.400 -22.609 -9.548  -0.112
157 H -9.702 -19.869 -9.076  0.329
158 H -9.430 -21.043 -7.870  0.447
159 H -10.607 -21.363 -9.169  0.289
160 H -9.616 -20.909 -13.256  0.588
161 H -8.269 -21.893 -14.096  -0.531
162 H -8.071 -20.166 -13.838  0.199
163 O -7.347 -23.566 -16.603  0.454
164 C -6.400 -23.241 -15.976  -0.023
165 O -5.562 -22.187 -16.230  0.228
166 C -5.799 -21.433 -17.451  0.744
167 C -4.545 -21.416 -18.333  0.433
168 C -5.944 -23.888 -14.661  1.162
169 H -5.949 -20.459 -17.007  -0.884
170 H -6.674 -21.705 -18.046  -0.301
171 H -4.632 -20.510 -18.886  0.054
172 H -4.352 -22.288 -18.999  -0.732
173 H -3.774 -21.311 -17.551  0.208
174 H -5.306 -23.205 -14.116  0.087
175 H -5.387 -24.766 -14.791  0.187
176 H -6.812 -24.139 -14.018  -1.476
177 O -5.141 -27.201 -12.613  -0.202
178 C -4.925 -27.817 -11.620  0.648
179 O -5.835 -28.592 -10.960  -0.440
180 C -7.175 -28.465 -11.601  1.098
181 C -8.300 -28.987 -10.678  -1.562
182 C -3.724 -27.908 -10.816  -1.186
183 H -7.114 -29.100 -12.463  0.375
184 H -7.356 -27.409 -11.884  -0.788
185 H -9.294 -28.662 -11.007  0.296
186 H -8.198 -28.408 -9.724  0.345
187 H -8.234 -30.011 -10.500  0.423
188 H -2.839 -27.519 -11.388  0.026
189 H -3.645 -28.919 -10.550  0.498
190 H -3.813 -27.392 -9.890  0.322
191 O -3.718 -18.028 -15.789  -0.678
192 C -4.737 -18.519 -15.380  0.486
193 O -5.950 -18.328 -15.861  -0.018
194 C -6.027 -17.479 -17.088  -0.095
195 C -7.474 -17.232 -17.351  -0.905
196 C -4.801 -19.497 -14.162  0.759
197 H -5.565 -18.076 -17.899  -0.227
198 H -5.316 -16.656 -16.956  0.500
199 H -7.633 -16.874 -18.428  0.342
200 H -8.034 -16.550 -16.718  0.435
201 H -7.910 -18.227 -17.361  -0.035
202 H -5.537 -20.301 -14.378  -0.646
203 H -5.128 -18.826 -13.340  -0.022
204 H -3.784 -19.938 -13.988  0.046
205 O -9.253 -26.262 -20.903  -0.649
206 C -9.202 -25.372 -20.116  -0.028
207 O -9.172 -24.050 -20.543  0.059
208 C -9.226 -23.898 -22.012  -0.153
209 C -10.000 -22.647 -22.336  -1.080
210 C -9.261 -25.546 -18.652  0.483
211 H -9.498 -24.877 -22.432  0.523
212 H -8.215 -23.763 -22.331  0.029
213 H -10.897 -22.515 -21.745  0.306
214 H -10.374 -22.691 -23.359  0.379
215 H -9.518 -21.672 -22.091  0.084
216 H -8.567 -24.861 -18.094  -0.791
217 H -8.984 -26.549 -18.425  0.560
218 H -10.322 -25.388 -18.275  0.222
219 O -6.245 -19.123 -8.944  -0.639
220 C -5.654 -19.101 -9.995  0.810
221 O -5.930 -18.243 -10.949  -0.248
222 C -7.045 -17.282 -10.691  0.033
223 C -6.526 -16.142 -9.900  -1.301
224 C -4.488 -19.986 -10.375  -0.442
225 H -7.757 -17.860 -10.120  0.042
226 H -7.318 -17.041 -11.719  0.395
227 H -5.958 -15.462 -10.583  0.295
228 H -5.890 -16.411 -9.116  0.364
229 H -7.392 -15.635 -9.460  0.375
230 H -3.869 -20.093 -9.465  0.476
231 H -3.819 -19.597 -11.180  0.231
232 H -4.852 -20.989 -10.628  -0.293

# 2
This record from the OMol25 dataset describes a molecular structure, C32H36ClIMoN6O4SeSi2Te at a distorted geometry. The level of theory is the ωB97M-V functional and the def2-TZVPD basis.

Computed properties:
- total charge = +2
- ΔE to the lowest compared entry with this formula, charge and spin (eV) = 2.960
- E_HOMO (alpha / beta) (eV) = -13.7 / -13.8
- E_tot (a.u.) = -5944.5467
- <S²> = 2.14
- HOMO-LUMO gap (alpha / beta) (eV) = 6.27 / 6.49
- 2S+1 = 3
- E_LUMO (alpha / beta) (eV) = -7.4395 / -7.2795

Each line ends with the Mulliken charge.
Element x y z (Å)
1 Mo 1.458 -0.931 0.343  -0.532
2 O 2.835 4.898 3.656  -0.458
3 C 3.058 3.846 2.887  0.338
4 O 4.063 3.691 2.259  -0.479
5 C 1.986 2.799 2.817  0.072
6 C 0.826 2.539 3.547  0.383
7 Cl 0.107 3.499 4.758  -0.234
8 N 0.292 1.379 3.080  -0.410
9 N 1.034 0.898 2.071  1.656
10 C 2.061 1.729 1.914  0.615
11 C 2.936 1.365 0.778  -0.615
12 O 3.268 2.119 -0.109  -0.472
13 O 2.978 0.075 0.632  -0.581
14 C -0.823 0.637 3.524  -0.186
15 C -1.202 0.627 4.860  -0.815
16 C -2.289 -0.137 5.251  -0.944
17 C -2.986 -0.891 4.321  -0.892
18 C -2.581 -0.905 2.995  -0.289
19 C -1.501 -0.143 2.593  0.844
20 H 1.998 4.892 4.142  0.299
21 H -0.649 1.188 5.594  0.518
22 H -2.585 -0.140 6.288  0.439
23 H -3.843 -1.468 4.628  0.473
24 H -3.118 -1.500 2.276  0.612
25 H -1.190 -0.120 1.554  -0.056
26 Se -3.316 -6.644 2.313  0.410
27 N -2.090 -5.733 3.163  -0.874
28 C -1.569 -4.825 2.361  0.661
29 C -0.524 -3.908 2.721  0.440
30 C 0.127 -3.844 3.953  -0.779
31 C 1.151 -2.917 4.111  -0.960
32 C 1.516 -2.090 3.064  -0.387
33 N 0.898 -2.119 1.876  0.477
34 C -0.110 -3.011 1.719  -0.167
35 C -0.690 -2.967 0.425  -0.421
36 N -0.174 -1.988 -0.383  1.704
37 C -0.686 -1.960 -1.629  -0.347
38 C -1.654 -2.832 -2.092  -0.978
39 C -2.184 -3.811 -1.264  -0.889
40 C -1.695 -3.876 0.040  0.533
41 C -2.134 -4.813 1.040  0.830
42 N -3.073 -5.720 0.849  -0.846
43 H -0.151 -4.519 4.745  0.643
44 H 1.682 -2.841 5.045  0.516
45 H 2.339 -1.386 3.170  0.565
46 H -0.315 -1.170 -2.278  0.158
47 H -2.000 -2.734 -3.105  0.507
48 H -2.946 -4.498 -1.590  0.622
49 C 2.074 2.343 -6.139  -1.136
50 Si 2.341 2.159 -4.269  0.209
51 C 4.109 1.683 -3.768  -0.936
52 C 1.896 3.765 -3.330  -1.075
53 C 1.180 0.678 -3.696  -0.531
54 Te 1.392 0.960 -1.610  0.375
55 C -0.475 1.982 -1.301  -0.740
56 Si -2.259 1.446 -1.900  0.259
57 C -2.390 0.844 -3.704  -1.162
58 C -3.305 3.014 -1.673  -1.266
59 C -2.988 0.133 -0.716  -0.612
60 H 2.799 3.048 -6.530  0.357
61 H 1.088 2.720 -6.389  0.339
62 H 2.215 1.406 -6.667  0.358
63 H 4.818 2.401 -4.165  0.398
64 H 4.405 0.706 -4.144  0.242
65 H 4.227 1.688 -2.684  0.343
66 H 2.409 4.604 -3.794  0.462
67 H 2.241 3.718 -2.294  0.363
68 H 0.836 4.005 -3.341  0.358
69 H 1.620 -0.262 -4.015  0.583
70 H 0.162 0.770 -4.048  0.140
71 H -0.309 2.975 -1.719  0.651
72 H -0.515 2.117 -0.214  0.349
73 H -1.928 1.525 -4.413  0.421
74 H -3.447 0.808 -3.958  0.429
75 H -1.993 -0.152 -3.881  0.322
76 H -3.005 3.822 -2.332  0.349
77 H -3.269 3.393 -0.655  0.368
78 H -4.345 2.790 -1.893  0.350
79 H -2.297 -0.650 -0.423  -0.220
80 H -3.836 -0.346 -1.195  0.509
81 H -3.360 0.602 0.191  0.420
82 I 3.827 -1.555 -2.111  0.179
83 C 2.498 -2.530 -0.714  -1.125
84 H 3.143 -3.145 -0.081  0.554
85 H 1.905 -3.208 -1.337  0.412

# 3
This record from the OMol25 dataset describes C2H4OS2 in the gas phase at a distorted geometry. The level of theory is the ωB97M-V functional and the def2-TZVPD basis.

Computed properties:
- total charge = 0
- SMILES string = C=CSOS
- ΔE to the lowest compared entry with this formula, charge and spin (eV) = 2.753
- E_HOMO (eV) = -8.6
- E_tot (a.u.) = -950.1075
- HOMO-LUMO gap (eV) = 8.64
- E_LUMO (eV) = 0.0616

Each line ends with the Mulliken charge.
Element x y z (Å)
1 C -1.697 -0.482 -0.088  -0.672
2 C -0.455 -0.100 -0.510  0.003
3 S 0.880 -1.174 0.186  0.090
4 O 2.353 -0.612 -0.447  -0.343
5 S 3.356 0.566 0.174  0.004
6 H -2.542 0.154 -0.309  0.241
7 H -1.738 -1.338 0.532  0.211
8 H 0.002 0.725 -0.988  0.325
9 H 2.906 1.330 -0.861  0.141

# 4
This record from the OMol25 dataset describes Cl2HNS in the gas phase at a distorted geometry. The level of theory is the ωB97M-V functional and the def2-TZVPD basis.

Computed properties:
- total charge = 0
- SMILES string = SN(Cl)Cl
- ΔE to the lowest compared entry with this formula, charge and spin (eV) = 1.710
- E_HOMO (eV) = -9.8
- E_tot (a.u.) = -1373.8164
- HOMO-LUMO gap (eV) = 8.92
- E_LUMO (eV) = -0.9154

Each line ends with the Mulliken charge.
Element x y z (Å)
1 S -0.993 -0.158 0.807  0.003
2 N 0.188 -0.189 -0.430  -0.141
3 Cl 1.310 -1.528 -0.190  0.000
4 Cl 1.345 1.302 -0.212  -0.046
5 H -1.850 0.573 0.026  0.183